Computed, not measured: 27 unconnected molecules or ions with the total composition C18H86N2O27 at a distorted geometry, with wB97M-V/def2-TZVPD.

Results
lowest unoccupied orbital energy (alpha / beta)	0.17251 / 0.16962	hartree
2S+1	2
E_tot	-78319.7779	eV
net charge	-3
Kohn-Sham gap (alpha / beta)	0.11006 / 0.10717	Eh
HOMO (alpha / beta)	1.70 / 1.70	eV
F_max	2.6	eV/Å
molecular weight	762.87	Da

The geometry in XYZ format:
```
133
C18H86N2O27 wB97M-V/def2-TZVPD
O 3.459 2.899 -0.716
O -0.605 1.313 -6.462
O 1.323 4.880 6.457
O -1.247 -3.417 3.968
O -0.863 -6.518 -2.201
O 4.095 -2.697 -4.277
O 5.159 -0.313 -3.156
O -4.769 -0.149 -0.285
O -4.522 -1.771 -3.251
O -2.227 -1.404 -1.259
O -3.082 -4.556 2.234
O 3.627 -3.842 -1.764
O -3.739 0.654 -4.309
O 4.037 0.091 3.256
O -2.969 0.031 -6.705
O 1.752 0.047 -6.368
O 3.246 1.494 -4.515
O -5.033 -0.903 2.416
O -2.189 1.885 -1.696
O 1.542 -4.144 3.781
O 2.770 -3.776 1.157
O 1.602 3.230 -2.967
O -1.622 2.700 -4.472
O -2.598 -0.889 3.745
O -2.329 -4.464 -0.631
O 0.333 4.162 0.294
O 1.839 -5.569 -0.897
N 0.278 4.015 5.924
N -0.858 -1.004 -1.287
C -2.054 3.831 5.022
C -1.012 0.462 0.806
C -1.441 5.791 6.352
C -0.959 -1.275 -3.843
C -0.203 -0.600 -0.020
C -0.519 1.824 5.114
C 1.170 -0.565 -2.696
C 0.159 -3.003 -2.445
C -0.446 5.400 3.978
C 1.561 1.941 6.428
C -0.084 -1.485 -2.516
C 1.469 2.831 4.059
C -1.702 2.478 4.375
C 1.139 0.178 -0.252
C 0.755 2.704 5.361
C 0.086 -1.738 0.981
C -0.878 4.769 5.319
C 2.013 -0.436 -1.414
H -0.883 1.450 6.071
H -4.758 -0.498 1.594
H 1.714 -3.894 2.873
H -2.433 6.159 6.091
H 3.659 1.057 -3.770
H 0.964 -3.367 -3.084
H 3.864 2.181 -4.764
H 4.170 2.783 -1.345
H 1.143 -5.751 -1.528
H -1.025 1.518 0.536
H 3.871 -3.082 -1.237
H 2.345 0.421 -5.716
H 0.414 3.792 1.173
H 1.901 1.858 3.824
H -3.173 1.425 -4.354
H 0.521 5.891 4.088
H 0.914 3.075 3.153
H -2.332 -1.808 3.743
H -4.260 -0.974 -3.710
H -2.101 1.649 -2.620
H -3.530 0.568 -7.265
H -0.770 -2.339 1.286
H -3.067 -4.128 1.378
H 2.659 -4.281 0.351
H 2.418 -1.387 -1.065
H 1.037 1.236 -0.494
H 4.815 -3.034 -4.811
H -3.563 0.179 -5.121
H -0.362 -1.608 -4.692
H -4.981 0.482 -0.973
H 4.228 0.699 2.542
H 3.329 -2.748 -4.849
H 0.807 -2.379 0.473
H -3.716 -2.090 -2.844
H 1.866 2.594 -3.632
H -2.548 1.796 4.290
H -0.263 0.850 4.696
H 3.683 -3.489 1.135
H 0.826 1.861 7.229
H 0.857 0.448 -2.946
H -2.808 3.691 5.796
H 1.667 -1.061 -3.531
H -1.203 -3.901 4.793
H -2.168 0.545 -6.604
H 0.487 -1.453 1.953
H 2.662 2.865 -1.245
H 0.476 -3.260 -1.434
H -0.449 -3.666 3.502
H -1.950 -3.672 -1.013
H -1.793 -1.977 -3.850
H -1.373 2.494 3.335
H -0.282 4.652 3.203
H 1.763 0.050 0.632
H 4.566 -1.064 -3.165
H 3.492 -0.586 2.855
H -0.366 -7.254 -2.559
H 2.898 0.185 -1.550
H -2.499 -4.027 2.778
H -1.205 6.127 3.688
H -1.482 -6.287 -2.893
H 3.671 -3.531 -2.668
H -2.109 1.054 -1.228
H -4.098 -0.711 -0.673
H -0.582 4.017 0.056
H 5.454 -0.228 -4.062
H 0.839 2.834 -2.545
H 0.048 0.619 -6.368
H 2.359 -4.878 -1.307
H -1.375 2.027 -5.106
H -1.227 -0.231 -4.004
H 2.367 -3.976 4.236
H -0.091 2.112 -6.579
H -0.842 6.697 6.444
H -1.667 5.377 7.335
H 1.913 -0.896 -6.326
H -2.733 4.283 4.299
H -2.018 0.100 1.021
H -1.687 -5.150 -0.815
H -0.745 -3.571 -2.662
H -4.218 -1.042 2.899
H 2.479 2.466 6.691
H -1.226 3.504 -4.810
H 2.303 3.529 4.124
H 1.807 0.909 6.177
H -2.106 -0.495 3.025
H -0.652 0.570 1.829
```

=====

Computed, not measured: a molecular structure, C12H22FI2InN3NbO4S2 at a distorted geometry, with wB97M-V/def2-TZVPD.

Results
lowest unoccupied orbital energy	-0.39268	hartree
2S+1	1
E_tot	-72749.2416	eV
net charge	+2
Kohn-Sham gap	0.12283	Eh
HOMO	-14.03	eV
F_max	4.1	eV/Å
molecular weight	816.99	Da

The geometry in XYZ format:
```
48
C12H22FI2InN3NbO4S2 wB97M-V/def2-TZVPD
I 2.040 4.336 -1.918
I 3.317 1.408 0.303
In 2.436 -1.944 5.547
Nb 0.791 0.157 0.408
S 0.773 0.226 3.002
S -1.893 -0.199 -2.545
F 1.749 -1.095 3.690
O -3.979 1.712 -2.361
O 2.270 -2.421 -0.545
O -0.586 0.156 3.491
O 1.425 1.433 3.464
N -1.074 -0.870 0.499
N -4.482 1.599 -0.182
N -3.471 0.758 -0.460
C 3.670 -2.812 -0.508
C -0.997 -2.157 0.421
C 0.309 3.462 0.597
C -3.135 0.786 -1.744
C 0.218 4.244 -0.783
C 1.992 -1.805 0.676
C -1.159 -2.948 1.776
C -0.839 -3.029 -0.836
C -4.760 2.154 -1.368
C -0.391 2.073 0.495
C 0.877 0.054 -1.855
C -0.316 0.734 -2.614
H -1.142 2.128 -0.341
H 3.939 -3.434 -1.393
H 1.302 3.519 1.073
H -0.507 -2.492 -1.742
H 0.974 -0.984 -2.264
H 2.979 -1.485 1.108
H -1.219 -2.196 2.601
H -0.231 -3.937 -0.602
H -0.351 4.088 1.269
H -0.434 1.824 -2.401
H -0.066 5.304 -0.557
H 3.908 -3.401 0.414
H -0.616 3.861 -1.420
H -0.341 -3.681 1.934
H -0.026 0.713 -3.702
H -1.041 1.966 1.413
H 4.354 -1.925 -0.531
H -5.589 2.881 -1.451
H 1.804 0.579 -2.204
H -2.171 -3.431 1.751
H 1.555 -2.483 1.462
H -1.867 -3.426 -1.068
```

=====

Computed, not measured: a gas-phase ion, CH2O3P2 (charge -2) at a distorted geometry, with wB97M-V/def2-TZVPD.

Results
lowest unoccupied orbital energy	0.27842	hartree
2S+1	1
E_tot	-25788.8930	eV
net charge	-2
Kohn-Sham gap	0.25239	Eh
relative energy (zero: lowest compared OMol25 entry of this formula, charge and spin)	23.6	kcal/mol
HOMO	0.71	eV
F_max	3.1	eV/Å
molecular weight	123.97	Da

The geometry in XYZ format:
```
8
CH2O3P2 wB97M-V/def2-TZVPD
P 0.898 0.639 -0.410
P 3.068 -0.277 -0.065
O 3.769 -1.083 -1.168
O 2.304 -1.088 1.032
O 3.884 0.884 0.476
C 1.295 2.048 0.622
H 2.380 1.957 0.833
H 0.592 2.506 1.406
```

=====

Computed, not measured: C19H20Cl2N2S in the gas phase at a distorted geometry, with wB97M-V/def2-TZVPD.

Results
lowest unoccupied orbital energy	0.01931	hartree
2S+1	1
E_tot	-58888.1462	eV
Kohn-Sham gap	0.30601	Eh
relative energy (zero: lowest compared OMol25 entry of this formula, charge and spin)	0.0	kcal/mol
HOMO	-7.80	eV
F_max	2.1	eV/Å
molecular weight	379.36	Da

The geometry in XYZ format:
```
44
C19H20Cl2N2S wB97M-V/def2-TZVPD
Cl -2.071 1.879 4.341
Cl -4.410 3.908 3.262
S 3.575 2.485 -2.442
N -0.938 -0.809 -0.314
N 2.442 -1.898 2.701
C 2.353 -2.506 0.356
C -0.204 1.238 -1.658
C 0.885 1.940 -2.202
C -0.232 -1.899 0.240
C -3.815 2.547 2.311
C 1.125 -1.718 -0.026
C 3.245 2.507 -4.247
C -3.988 1.217 0.284
C 1.248 -0.443 -0.760
C -2.381 0.674 1.944
C -2.930 0.438 0.691
C 2.174 1.474 -1.974
C -0.851 -3.072 0.975
C 2.354 0.233 -1.286
C -2.778 1.733 2.762
C -4.434 2.290 1.078
C 3.182 -1.846 1.456
C -0.024 0.058 -0.919
C -2.422 -0.651 -0.253
H -1.617 0.009 2.316
H 2.271 -2.883 2.991
H 3.349 -0.183 -1.142
H 3.165 1.488 -4.593
H -1.571 -2.681 1.701
H -1.205 1.622 -1.760
H 2.290 3.024 -4.423
H 4.129 -2.392 1.516
H -0.068 -3.664 1.504
H 3.403 -0.801 1.226
H -2.769 -0.447 -1.303
H 4.051 3.034 -4.795
H -5.271 2.910 0.676
H -4.396 1.066 -0.691
H 2.996 -2.592 -0.506
H 1.560 -1.380 2.632
H 0.786 2.895 -2.679
H 2.085 -3.524 0.705
H -1.444 -3.670 0.273
H -2.850 -1.610 0.031
```

=====

Computed, not measured: 2 unconnected molecules or ions with the total composition H3OP at a distorted geometry, with wB97M-V/def2-TZVPD.

Results
lowest unoccupied orbital energy	-0.00093	hartree
2S+1	1
E_tot	-11382.4985	eV
Kohn-Sham gap	0.35338	Eh
relative energy (zero: lowest compared OMol25 entry of this formula, charge and spin)	41.0	kcal/mol
HOMO	-9.64	eV
F_max	7.3	eV/Å
molecular weight	50.00	Da

The geometry in XYZ format:
```
5
H3OP wB97M-V/def2-TZVPD
P -0.609 0.277 0.013
O 1.032 0.122 -0.004
H -0.774 -0.456 1.243
H 1.630 1.183 0.510
H -0.582 -0.987 -0.458
```

=====

Computed, not measured: C6H6 in the gas phase at a distorted geometry, with wB97M-V/def2-TZVPD.

Results
lowest unoccupied orbital energy	0.03195	hartree
2S+1	1
E_tot	-6313.4120	eV
Kohn-Sham gap	0.37137	Eh
relative energy (zero: lowest compared OMol25 entry of this formula, charge and spin)	133.5	kcal/mol
HOMO	-9.24	eV
F_max	3.3	eV/Å
molecular weight	78.11	Da

The geometry in XYZ format:
```
12
C6H6 wB97M-V/def2-TZVPD
C -0.384 -0.764 -0.368
C 0.282 -0.033 0.849
C 2.876 0.424 0.425
C -2.885 -0.104 -0.731
C 1.709 0.226 0.639
C -1.788 -0.590 -0.525
H -0.244 0.901 1.075
H 0.176 -0.644 1.770
H -3.334 0.569 -1.429
H -0.621 -0.380 -1.486
H 3.909 0.610 0.225
H 0.137 -1.687 -0.604
```